{
  "formula": "C17H39AuO2P3",
  "method": "ωB97M-V/def2-TZVPD",
  "charge": 3,
  "max_force_ev_per_a": 4.56,
  "spin_multiplicity": 3,
  "energy_ev": -53885.475,
  "orbital_gap_ev": [4.92, 1.94],
  "lumo_energy_ev": [-10.41, -13.35],
  "e_above_lowest_ev": 0.000,
  "species": ["Au", "P", "P", "P", "H", "C", "C", "H", "C", "C", "C", "C", "C", "C", "C", "C", "C", "H", "H", "H", "H", "H", "H", "H", "H", "H", "H", "H", "H", "H", "H", "H", "H", "H", "H", "H", "H", "H", "H", "H", "H", "H", "H", "H", "H", "H", "C", "C", "C", "C", "C", "C", "O", "H", "H", "H", "H", "H", "H", "O", "H", "H"],
  "coordinates": [[0.7094, -0.1652, -0.6753], [-3.0927, -1.5317, 0.3468], [0.9485, -2.5184, -0.0915], [-0.7661, 1.4985, 0.1407], [1.1119, -1.8117, -2.9050], [1.3147, -0.7761, -2.6214], [2.4557, -0.4071, -1.8081], [3.1007, -1.1605, -1.3471], [-3.9741, -1.6584, -1.2480], [-3.1529, -3.2819, 0.8911], [-4.4913, -0.9100, 1.3943], [2.6115, -3.2666, -0.1219], [0.3362, -2.9191, 1.5532], [-0.0172, -3.5451, -1.2419], [-0.0386, 3.1304, 0.4640], [-1.6535, 1.1711, 1.6919], [-2.0076, 1.8056, -1.1645], [0.9549, -0.0353, -3.3409], [2.9136, 0.5590, -2.0346], [-4.9056, -2.2206, -1.1253], [-3.3354, -2.1731, -1.9742], [-4.2022, -0.6574, -1.6310], [-4.1962, -3.6001, 0.9824], [-2.6554, -3.3764, 1.8636], [-2.6383, -3.9269, 0.1734], [-4.7848, 0.0971, 1.0660], [-4.1662, -0.8575, 2.4440], [-5.3444, -1.5985, 1.3050], [2.5246, -4.3185, 0.1818], [3.2524, -2.7773, 0.6229], [3.0859, -3.2014, -1.1097], [-0.2356, -3.8495, 1.5186], [-0.2894, -2.1310, 1.9818], [1.1925, -3.0573, 2.2194], [0.1161, -4.6010, -0.9813], [0.3038, -3.3997, -2.2762], [-1.0736, -3.2729, -1.1585], [-0.7245, 3.7597, 1.0461], [0.1935, 3.6358, -0.4786], [0.8960, 2.9998, 1.0209], [-1.3415, 1.9248, 2.4301], [-1.3945, 0.1830, 2.1047], [-2.7442, 1.2460, 1.5721], [-2.5403, 2.7500, -0.9742], [-2.7340, 0.9810, -1.2236], [-1.4761, 1.8798, -2.1240], [4.1502, 3.4208, 0.3170], [3.2166, 2.5876, -0.3298], [2.5021, 3.0875, -1.4122], [2.6606, 4.4139, -1.8353], [3.5560, 5.2376, -1.1472], [4.3071, 4.7536, -0.0770], [4.8969, 2.9604, 1.3601], [4.6583, 2.0443, 1.5064], [3.0892, 1.5648, 0.0426], [1.7932, 2.4187, -1.8972], [2.0890, 4.7744, -2.6913], [3.6604, 6.2748, -1.4382], [4.9933, 5.3941, 0.4695], [-1.1733, -1.1602, 3.5374], [-1.9121, -1.5422, 4.0389], [-0.5332, -0.8452, 4.1984]],
  "forces_ev_per_a": [[-1.21, 0.72, 1.40], [-4.15, -1.84, 0.39], [0.32, -1.72, 0.38], [-0.99, 1.17, 0.60], [-0.07, 0.41, 0.48], [3.11, 0.26, -0.66], [-0.12, -1.18, -3.05], [-0.25, 0.36, -0.26], [1.26, 0.77, -0.94], [1.67, -0.13, 0.23], [1.02, 1.25, 0.53], [0.27, 0.49, -0.04], [-0.10, 0.26, 0.26], [-0.14, 0.39, -0.19], [0.40, 0.12, -0.16], [-0.07, -0.37, 0.29], [0.05, -0.11, -0.10], [-0.10, -0.12, 0.33], [-0.23, 0.00, 0.57], [0.15, -0.01, 0.39], [-0.25, 0.07, -0.05], [-0.07, -0.25, -0.02], [0.01, 0.35, -0.11], [-0.21, -0.13, -0.13], [-0.14, 0.00, 0.15], [-0.02, -0.30, 0.14], [-0.24, 0.02, -0.28], [0.41, 0.01, -0.23], [-0.17, 0.16, -0.17], [-0.09, -0.01, -0.20], [-0.14, -0.18, 0.26], [0.12, -0.02, -0.05], [0.10, -0.18, -0.06], [-0.09, 0.03, -0.04], [0.00, 0.16, 0.08], [-0.13, -0.19, 0.21], [0.14, -0.13, -0.15], [-0.05, -0.34, -0.14], [0.05, -0.10, 0.21], [-0.16, 0.17, -0.10], [-0.15, -0.24, -0.19], [-0.22, 0.54, -0.15], [0.33, 0.13, -0.03], [0.17, -0.30, 0.00], [0.24, 0.29, -0.04], [-0.29, 0.05, 0.18], [-0.20, -0.17, 0.11], [0.58, 0.53, 0.23], [0.19, 0.29, 0.01], [-0.15, -0.56, 0.05], [-0.04, -0.26, 0.15], [-0.32, -0.23, -0.17], [-0.30, 0.38, -0.41], [0.20, -0.25, 0.24], [0.05, 0.17, -0.15], [-0.05, 0.18, -0.27], [0.23, 0.02, 0.28], [0.05, -0.04, -0.04], [-0.05, -0.14, -0.13], [-0.19, -0.22, 0.50], [0.41, 0.18, 0.12], [-0.35, -0.17, -0.07]]
}

***

{
  "formula": "C17H39AuO2P3",
  "method": "ωB97M-V/def2-TZVPD",
  "charge": 3,
  "max_force_ev_per_a": 3.47,
  "spin_multiplicity": 3,
  "energy_ev": -53884.543,
  "orbital_gap_ev": [8.91, 4.92],
  "lumo_energy_ev": [-9.06, -12.29],
  "e_above_lowest_ev": 0.932,
  "species": ["Au", "P", "P", "P", "H", "C", "C", "H", "C", "C", "C", "C", "C", "C", "C", "C", "C", "H", "H", "H", "H", "H", "H", "H", "H", "H", "H", "H", "H", "H", "H", "H", "H", "H", "H", "H", "H", "H", "H", "H", "H", "H", "H", "H", "H", "H", "C", "C", "C", "C", "C", "C", "O", "H", "H", "H", "H", "H", "H", "O", "H", "H"],
  "coordinates": [[-0.1451, 0.4519, 0.0679], [-0.8297, -0.2366, 3.2312], [-2.3913, 0.6690, -0.1460], [1.8043, -0.5991, 0.8584], [-0.9004, 3.0764, -3.1327], [-0.2007, 2.5394, -3.7999], [-0.6424, 1.8449, -4.8800], [-1.6660, 1.4174, -4.7732], [-0.3914, 1.2665, 4.1855], [-2.5598, -0.4381, 3.8154], [-0.0508, -1.4699, 4.3625], [-2.6780, 0.8639, -1.9413], [-3.2328, -0.8506, 0.3882], [-3.1539, 2.0028, 0.7931], [2.8658, -1.1519, -0.5068], [1.6693, -2.1511, 1.7887], [2.8012, 0.5546, 1.8503], [0.8872, 2.6481, -3.6443], [-0.0841, 1.8068, -5.8817], [-0.7470, 1.1282, 5.2206], [-0.8735, 2.1442, 3.7310], [0.6975, 1.4254, 4.1762], [-2.5469, -0.3913, 4.9154], [-2.9470, -1.4147, 3.4880], [-3.2080, 0.3550, 3.4164], [1.0282, -1.2553, 4.4884], [-0.1772, -2.4768, 3.9214], [-0.5543, -1.4280, 5.3480], [-3.7580, 0.7748, -2.1456], [-2.1417, 0.0748, -2.4970], [-2.2929, 1.8395, -2.2904], [-4.0465, -0.5976, 1.0886], [-2.5525, -1.5681, 0.8853], [-3.6555, -1.3189, -0.5134], [-4.2421, 1.9784, 0.6611], [-2.7637, 2.9622, 0.4354], [-2.9224, 1.9115, 1.8622], [3.6461, -1.8341, -0.1290], [3.3168, -0.2781, -0.9907], [2.2361, -1.6772, -1.2373], [2.4251, -2.8480, 1.4012], [0.6655, -2.5932, 1.6739], [1.8729, -1.9736, 2.8481], [3.8251, 0.1630, 1.9379], [2.3601, 0.6806, 2.8544], [2.8228, 1.5289, 1.3394], [1.3459, -0.3970, -3.8055], [1.0198, 0.3631, -2.6510], [1.9720, 1.2797, -2.2146], [3.1661, 1.3823, -2.9907], [3.6295, 0.2274, -3.6563], [2.7007, -0.7295, -4.0182], [0.4864, -0.6753, -4.8662], [0.2043, -1.5427, -4.5849], [0.0154, 0.3444, -2.2598], [1.8178, 2.0449, -1.4397], [3.7492, 2.3313, -2.9360], [4.6740, 0.1094, -3.9439], [2.9769, -1.6998, -4.4328], [-1.3993, -3.1684, 1.9070], [-1.6809, -3.9729, 2.3808], [-1.2464, -3.4528, 0.9871]],
  "forces_ev_per_a": [[0.22, -1.06, 1.96], [-0.52, 0.04, 3.43], [-0.35, 0.33, -0.57], [1.14, 0.06, -0.26], [0.55, -0.81, -0.02], [0.65, 0.14, -0.63], [-0.36, 0.44, -0.49], [0.70, 0.55, -0.83], [0.42, 0.74, -1.09], [-0.63, -0.21, -1.24], [0.72, -0.86, -0.79], [-0.68, 0.16, 0.00], [-0.05, -0.37, -0.01], [-0.22, 0.41, -0.24], [0.32, 0.10, -0.07], [-0.34, -0.27, 0.06], [0.15, -0.08, 0.01], [-0.90, 0.92, -0.43], [-0.72, -0.53, 1.85], [0.10, -0.08, -0.43], [0.16, -0.13, 0.33], [-0.40, 0.01, 0.12], [0.17, 0.05, -0.39], [0.06, 0.33, 0.17], [0.13, -0.28, 0.24], [-0.66, -0.11, 0.06], [0.14, 0.49, 0.46], [0.11, 0.22, -0.59], [0.38, 0.14, -0.16], [-0.30, 0.20, 0.34], [-0.37, -0.48, 0.31], [0.23, -0.12, -0.39], [-0.41, 0.45, -0.30], [-0.01, -0.01, 0.39], [0.16, 0.08, 0.05], [-0.14, -0.10, 0.13], [-0.02, -0.03, -0.33], [-0.27, 0.34, -0.18], [0.01, -0.44, 0.14], [0.27, 0.03, 0.14], [-0.25, 0.19, 0.18], [0.57, 0.14, 0.20], [0.00, -0.15, -0.32], [-0.25, 0.18, 0.14], [0.26, -0.03, -0.44], [0.07, -0.27, 0.26], [0.22, 0.35, -1.36], [0.00, 1.05, -0.49], [1.09, 0.39, -1.03], [-0.25, 0.97, 1.67], [-0.34, -0.68, -0.76], [0.99, 0.11, 0.50], [0.72, -0.06, 2.64], [-0.99, -1.32, -0.88], [-0.25, 0.00, -0.14], [-0.31, -0.46, -0.43], [-0.21, -1.09, 0.09], [-0.23, 0.15, 0.03], [-0.08, 0.51, -0.58], [-0.04, -0.38, -0.30], [0.08, 0.29, -0.29], [-0.22, -0.12, 0.56]]
}

***

{
  "formula": "C17H39GaO2P3",
  "method": "ωB97M-V/def2-TZVPD",
  "charge": 3,
  "max_force_ev_per_a": 5.64,
  "energy_ev": -102567.651,
  "orbital_gap_ev": [3.88, 3.82],
  "lumo_energy_ev": [-11.45, -11.51],
  "e_above_lowest_ev": 2.351,
  "species": ["Ga", "P", "P", "P", "H", "C", "C", "H", "C", "C", "C", "C", "C", "C", "C", "C", "C", "H", "H", "H", "H", "H", "H", "H", "H", "H", "H", "H", "H", "H", "H", "H", "H", "H", "H", "H", "H", "H", "H", "H", "H", "H", "H", "H", "H", "H", "C", "C", "C", "C", "C", "C", "O", "H", "H", "H", "H", "H", "H", "O", "H", "H"],
  "coordinates": [[-0.4613, 3.4413, -1.9900], [1.3071, -0.7247, 1.2778], [1.4699, 3.8551, -0.8431], [-1.2887, -2.2974, -0.2328], [0.0841, 2.7759, -4.3241], [-0.6680, 2.5844, -3.5655], [-1.6646, 3.6468, -3.2785], [-1.5783, 4.5836, -3.8271], [2.6659, -1.6650, 0.4513], [2.3643, 0.4649, 2.2090], [0.9587, -1.8896, 2.6676], [2.2670, 5.3987, -1.3708], [1.3294, 3.9458, 0.9613], [2.6487, 2.5218, -1.2205], [-2.7403, -2.4842, -1.3466], [-1.8799, -3.3314, 1.1771], [-0.1814, -3.5345, -1.0397], [-0.9962, 1.5515, -3.6089], [-2.6984, 3.3518, -3.1177], [3.3578, -2.0775, 1.1973], [3.2093, -0.9791, -0.2118], [2.2435, -2.4759, -0.1546], [3.0438, -0.0861, 2.8726], [1.7182, 1.1116, 2.8169], [2.9493, 1.0901, 1.5220], [1.0817, -2.9341, 2.3560], [-0.0786, -1.7336, 2.9897], [1.6290, -1.6703, 3.5085], [3.1838, 5.5526, -0.7853], [1.5820, 6.2406, -1.2066], [2.5178, 5.3447, -2.4381], [2.1259, 4.5981, 1.3472], [1.4165, 2.9497, 1.4177], [0.3563, 4.3823, 1.2239], [3.6646, 2.8435, -0.9544], [2.6176, 2.2995, -2.2948], [2.3942, 1.6066, -0.6678], [-3.5213, -3.0827, -0.8624], [-2.4509, -2.9423, -2.3002], [-3.1336, -1.4795, -1.5486], [-2.6548, -4.0260, 0.8315], [-2.3108, -2.6572, 1.9292], [-1.0498, -3.8837, 1.6340], [-0.7889, -4.2992, -1.5403], [0.4739, -4.0041, -0.2962], [0.4388, -3.0201, -1.7869], [-1.4265, -1.0657, -5.1860], [-0.4659, -1.3382, -6.1890], [-0.8426, -2.3739, -7.0407], [-2.2149, -2.5561, -7.3323], [-3.1753, -1.8183, -6.6303], [-2.7919, -1.0989, -5.4994], [-1.1148, -1.1550, -3.8486], [-0.2475, -1.4337, -3.7423], [0.5268, -0.8707, -6.1977], [-0.0936, -3.0220, -7.5068], [-2.5307, -3.3254, -8.0304], [-4.2474, -1.8768, -6.8598], [-3.4624, -0.6305, -4.7949], [-1.7976, 1.9114, -0.5972], [-1.6449, 1.6816, 0.3374], [-2.7553, 1.7866, -0.7314]],
  "forces_ev_per_a": [[2.06, 0.54, 5.23], [1.57, -1.62, 1.02], [0.64, 0.04, 0.34], [-0.06, -2.32, 0.09], [-0.16, 0.11, -0.24], [1.05, -2.73, -2.76], [-3.15, 1.83, -2.01], [-0.25, -0.26, -0.18], [-0.46, 0.31, -0.76], [-0.54, 0.93, -0.26], [-0.88, 0.20, -0.10], [-0.23, 0.06, -0.20], [-0.24, 0.10, 0.20], [0.16, -0.03, -0.11], [-0.35, 1.23, -0.35], [0.20, 0.74, 0.58], [0.51, 0.55, -0.04], [-0.21, 0.06, -0.02], [0.09, 0.14, -0.10], [-0.26, 0.16, -0.06], [-0.01, -0.27, 0.10], [0.25, 0.14, 0.17], [-0.21, 0.00, -0.28], [0.29, -0.10, 0.01], [-0.11, -0.15, 0.22], [-0.03, 0.29, 0.01], [0.27, -0.20, 0.19], [-0.17, -0.10, -0.27], [-0.22, -0.10, -0.14], [0.20, -0.17, -0.03], [-0.04, 0.05, 0.24], [-0.20, -0.25, -0.05], [-0.06, 0.34, -0.20], [0.31, -0.06, 0.04], [-0.21, -0.12, 0.00], [0.02, 0.10, 0.26], [-0.01, 0.29, -0.16], [0.27, 0.20, -0.09], [-0.01, 0.17, 0.32], [-0.23, -0.34, -0.14], [0.28, 0.15, 0.03], [-0.04, -0.38, -0.01], [-0.24, 0.18, -0.10], [0.12, 0.16, 0.25], [-0.11, 0.10, -0.25], [-0.02, -0.32, 0.09], [0.43, -0.85, 1.80], [0.90, -1.16, -0.53], [0.66, 0.88, -0.12], [0.14, -0.74, 0.50], [-1.04, 1.23, 1.36], [-0.88, -0.40, -1.01], [-3.25, 1.80, -2.51], [3.06, -0.65, 0.26], [-0.15, -0.73, 0.41], [-0.18, 0.69, -0.27], [0.10, 0.23, -0.13], [0.59, -0.09, -0.04], [-0.38, -0.22, -0.05], [0.03, -0.17, 0.36], [-0.06, 0.19, -0.47], [0.46, 0.34, -0.03]]
}